{"formula": "C35H26F5N3ORuS2Si", "method": "wB97M-V/def2-TZVPD", "species": ["Ru", "S", "S", "Si", "F", "F", "F", "F", "F", "O", "N", "N", "N", "C", "C", "C", "C", "C", "C", "C", "C", "C", "C", "C", "C", "C", "C", "C", "C", "C", "C", "C", "C", "C", "C", "C", "C", "C", "C", "C", "C", "C", "C", "C", "C", "C", "C", "C", "H", "H", "H", "H", "H", "H", "H", "H", "H", "H", "H", "H", "H", "H", "H", "H", "H", "H", "H", "H", "H", "H", "H", "H", "H", "H"], "coordinates": [[0.62367, 0.60997, -0.84706], [-2.82182, -5.11879, -3.31545], [0.51456, 0.71757, 6.46560], [-0.17800, 2.42071, -2.93910], [5.89831, -2.26624, 2.16091], [4.69642, 2.25191, 2.65991], [3.94269, -2.58212, 0.30150], [6.23018, 0.14172, 3.32044], [2.76699, 1.97645, 0.77556], [2.35756, -0.52466, -0.34239], [-0.97081, 1.70381, -1.50015], [0.22535, 0.13794, 1.33433], [-0.40556, -1.25982, -0.91376], [-1.30612, -3.47505, -4.54182], [-1.28463, -3.20309, -2.01445], [1.55859, 2.56168, -2.19772], [-1.33870, -3.85476, -0.79621], [-3.09066, 2.86991, -1.43955], [-0.21876, -1.77999, 2.71541], [0.91834, 1.13282, 4.84289], [-0.48494, -1.89172, 0.28249], [-2.19799, 1.84985, -0.98384], [5.12553, -1.26243, 1.80906], [1.64394, 2.29550, 4.81212], [-0.18963, 1.14499, -4.29161], [0.51774, 0.29670, 3.71484], [-1.88791, -4.29171, -5.53964], [-3.93759, 1.11951, 0.55886], [0.51268, 0.83876, 2.41290], [0.13900, -1.02664, 3.84126], [4.14370, -1.41823, 0.86938], [-0.80892, -1.87825, -2.00757], [-0.80842, 4.02937, -3.59753], [1.87362, 2.84393, 6.09595], [-0.95263, -3.20371, 0.38354], [-4.78645, 2.12894, 0.09280], [-2.71572, -5.23542, -5.00984], [1.31373, 2.08759, 7.08137], [-0.65885, -3.14746, 2.79180], [-0.13510, -1.16115, 1.46397], [-1.69957, -3.81305, -3.27386], [-1.01575, -3.82349, 1.68032], [4.49325, 1.09048, 2.07293], [3.27487, -0.32820, 0.49304], [5.30405, -0.01100, 2.42039], [3.51935, 0.93643, 1.13576], [-2.67504, 0.98185, 0.04469], [-4.34667, 3.00050, -0.90731], [-4.99873, 3.78647, -1.26318], [0.74906, 1.88471, 2.26640], [-0.71110, -3.61941, 3.76436], [1.61784, 3.33490, -1.42998], [-0.78567, 4.84810, -2.87752], [-1.69105, -4.19783, -6.59659], [-1.81813, 3.92683, -3.99685], [-3.28513, -5.98678, -5.53307], [-0.58731, -2.69603, -4.75911], [1.32585, 2.26970, 8.14416], [-4.28065, 0.43969, 1.32728], [-0.77692, -1.31415, -2.93072], [0.22055, 1.58924, -5.20162], [-2.03456, 0.19258, 0.39896], [-5.77976, 2.23588, 0.50636], [0.12096, -1.49695, 4.81791], [2.27408, 2.81736, -2.98410], [2.02133, 2.74732, 3.90384], [2.42537, 3.75269, 6.28147], [0.41914, 0.26960, -4.05324], [2.07333, 1.64168, -1.80547], [-0.16968, 4.31142, -4.43963], [-2.75695, 3.56203, -2.19560], [-1.20698, 0.81807, -4.51844], [-1.36150, -4.84702, 1.74514], [-1.68132, -4.88193, -0.74593]], "forces_ev_per_angstrom": [[-0.1, 0.0, 0.0], [0.1, -0.1, 0.1], [0.0, 0.0, -0.1], [-0.1, -0.1, 0.0], [0.0, 0.0, 0.0], [0.0, 0.0, 0.0], [0.0, 0.0, 0.0], [0.0, 0.0, 0.0], [0.1, 0.0, 0.0], [-0.1, 0.1, -0.1], [0.1, -0.1, 0.0], [0.0, 0.0, -0.1], [0.0, 0.1, 0.1], [0.1, 0.0, 0.0], [0.0, 0.0, 0.1], [0.0, 0.0, 0.0], [0.0, 0.0, -0.1], [0.1, 0.0, 0.0], [0.0, -0.1, 0.0], [0.0, 0.0, 0.1], [0.0, -0.1, 0.0], [-0.1, -0.1, 0.0], [0.0, 0.0, 0.0], [0.1, 0.1, -0.1], [0.0, 0.0, 0.0], [0.0, 0.0, 0.0], [0.0, -0.1, 0.0], [0.0, 0.0, 0.0], [0.0, 0.0, 0.0], [0.0, 0.0, 0.1], [0.0, 0.0, 0.0], [0.0, 0.0, 0.0], [0.1, 0.1, 0.0], [0.0, 0.0, 0.0], [0.0, 0.0, 0.0], [0.0, 0.0, 0.0], [-0.1, 0.1, 0.0], [0.0, 0.0, 0.0], [0.0, 0.0, 0.0], [0.0, 0.0, 0.1], [-0.2, 0.0, 0.0], [0.0, 0.0, 0.0], [0.0, 0.1, 0.0], [0.0, 0.0, 0.1], [0.0, -0.1, 0.0], [0.0, 0.0, -0.1], [0.0, 0.0, 0.0], [0.0, 0.0, 0.0], [0.0, 0.0, 0.0], [0.0, 0.0, 0.0], [0.0, 0.0, 0.0], [0.0, 0.0, 0.0], [-0.1, 0.0, 0.0], [0.0, 0.0, 0.0], [0.0, 0.0, 0.0], [0.0, 0.0, 0.0], [0.0, 0.0, 0.0], [0.0, 0.0, 0.0], [0.0, 0.0, 0.0], [0.0, 0.0, 0.0], [0.0, 0.0, 0.0], [0.0, 0.0, 0.0], [0.0, 0.0, 0.0], [0.0, 0.0, 0.0], [0.0, 0.0, 0.0], [0.0, 0.0, 0.0], [0.0, 0.0, 0.0], [0.0, 0.0, 0.0], [0.0, 0.1, 0.0], [0.0, 0.0, 0.0], [0.0, 0.0, 0.0], [0.0, 0.0, 0.0], [0.0, 0.0, 0.0], [0.0, 0.0, 0.0]], "total_charge": 2, "multiplicity": 5, "e_above_lowest_kj_mol": 40.4, "lumo_energy_ev": [-5.8, -8.3], "fmax_ev_per_a": 0.2, "gap_ev": [7.0058, 4.5803], "homo_ev": [-12.85, -12.86], "s_squared": 6.07}

=====

{"formula": "C35H26FO9P", "method": "wB97M-V/def2-TZVPD", "species": ["P", "F", "O", "O", "O", "O", "O", "O", "O", "O", "O", "C", "C", "C", "C", "C", "C", "C", "C", "C", "C", "C", "C", "C", "C", "C", "C", "C", "C", "C", "C", "C", "C", "C", "C", "C", "C", "C", "C", "C", "C", "C", "C", "C", "C", "C", "H", "H", "H", "H", "H", "H", "H", "H", "H", "H", "H", "H", "H", "H", "H", "H", "H", "H", "H", "H", "H", "H", "H", "H", "H", "H"], "coordinates": [[0.79620, -4.10476, 0.21142], [-1.97621, -6.62457, -1.37896], [-0.44134, -4.67818, 1.05001], [1.02903, -4.92266, -0.98514], [-1.80467, 2.91968, -6.17265], [1.97325, -3.93182, 1.21509], [-0.51224, -1.34952, -3.21578], [-0.41053, 3.58271, 7.05019], [-1.38487, -7.25801, 0.65072], [0.42677, -2.60588, -0.16414], [-0.68670, 4.08144, 1.72921], [-1.48529, 1.96472, -5.49732], [-0.65335, 3.97127, 2.93693], [-0.23383, 0.25690, 3.32928], [0.28268, -1.35815, -5.89973], [-2.70359, 2.97807, -2.08510], [-0.43856, 0.83813, -7.44818], [-0.11995, 0.12912, 4.71009], [3.76870, -5.52151, 0.52613], [4.94005, -4.54067, 0.37675], [-2.40312, 3.01221, -3.43676], [-0.48260, 2.63360, 3.57001], [-0.19655, 1.24811, 5.52162], [-1.79229, 1.91971, -4.03977], [-2.40714, 1.84615, -1.33302], [-0.38645, 2.50279, 4.95656], [-0.49999, 3.69315, 5.84594], [-0.73222, 5.02334, 5.21407], [-1.13403, 7.52138, 4.07060], [4.06448, -2.15823, -0.34633], [4.55943, -3.22904, -0.14898], [-0.41031, 1.50639, 2.76080], [-1.79565, 0.75829, -1.92802], [0.25271, -0.21816, -8.01696], [-0.89194, 6.13957, 6.02459], [-1.62295, -6.39246, -0.11595], [-1.59125, -4.92188, 0.25689], [0.61867, -1.31337, -7.24158], [2.71441, -5.13803, 1.53702], [-0.98001, 6.41185, 3.25769], [-1.09599, 7.38417, 5.45433], [-0.76819, 0.80436, -6.10016], [-1.47631, 0.79336, -3.27836], [-0.78056, -0.37194, -3.88576], [-0.41471, -0.30320, -5.32519], [-0.78642, 5.15906, 3.82497], [-2.64646, 1.81731, -0.27815], [-3.16903, 3.83342, -1.61434], [-2.48465, -4.69696, 0.83298], [5.50849, -4.43571, 1.29838], [-1.28733, 8.49633, 3.62743], [-1.01222, 6.51187, 2.18180], [3.36238, -5.73562, -0.45684], [3.20843, -4.92731, 2.48330], [-0.18149, -0.62011, 2.69712], [0.51127, -0.18846, -9.06704], [2.02625, -5.95598, 1.74081], [0.56181, -2.20887, -5.29373], [0.02618, -0.84736, 5.15229], [1.16574, -2.13344, -7.68700], [4.19656, -6.45493, 0.89610], [-2.63546, 3.88706, -4.02762], [0.27285, -2.60619, -1.12253], [3.61865, -1.20430, -0.48654], [-0.85797, 6.02851, 7.09931], [5.62094, -4.98078, -0.35429], [-1.62426, -4.30697, -0.63817], [-0.11197, 1.15355, 6.59514], [-1.22441, 8.25181, 6.08764], [-1.55767, -0.12077, -1.34517], [-0.72143, 1.69336, -8.04568], [-0.49181, 1.61303, 1.68777]], "forces_ev_per_angstrom": [[0.0, -0.1, -1.2], [-0.2, 0.0, -0.2], [0.1, 0.6, 0.5], [0.0, -0.2, 0.0], [0.0, 0.0, 0.0], [-0.3, -0.3, 0.4], [0.1, -0.2, 0.1], [0.0, 0.0, 0.0], [0.0, -0.3, -0.3], [-0.2, -0.1, 0.2], [-0.1, 0.1, 0.0], [0.0, 0.2, -0.1], [0.0, -0.1, -0.2], [0.0, 0.0, 0.0], [0.1, -0.1, -0.1], [0.0, -0.1, 0.0], [0.1, 0.0, -0.1], [0.0, 0.0, 0.0], [0.3, 0.0, 0.0], [0.2, -0.2, -0.9], [-0.1, 0.1, 0.1], [0.0, 0.0, 0.1], [0.0, -0.1, 0.0], [0.0, -0.1, 0.0], [0.0, 0.1, 0.0], [0.0, 0.1, -0.1], [0.0, 0.0, 0.2], [0.0, 0.0, -0.1], [0.0, 0.0, 0.1], [0.1, 0.3, -0.2], [-0.4, -0.1, 0.8], [0.0, -0.1, 0.0], [0.0, 0.0, 0.2], [0.0, 0.0, 0.0], [0.0, 0.1, 0.1], [0.3, 0.1, 0.8], [-0.2, -0.2, -0.5], [0.0, 0.0, 0.0], [0.3, 0.0, 0.5], [0.0, 0.1, 0.0], [0.0, 0.0, -0.1], [0.0, 0.0, 0.1], [0.0, 0.0, -0.1], [0.0, -0.1, 0.1], [0.0, 0.1, 0.0], [0.0, -0.1, 0.1], [0.0, 0.0, 0.0], [0.0, 0.0, 0.0], [0.0, 0.0, 0.2], [-0.1, 0.1, 0.2], [0.0, 0.0, 0.0], [0.0, -0.1, 0.0], [-0.3, 0.1, 0.0], [0.0, 0.2, 0.1], [0.0, 0.0, 0.0], [0.0, 0.0, 0.0], [-0.2, -0.1, -0.2], [-0.1, 0.0, 0.1], [0.0, 0.0, 0.0], [0.0, 0.0, 0.0], [0.0, -0.1, 0.0], [0.0, 0.0, -0.1], [0.1, 0.4, -0.1], [0.0, 0.0, -0.2], [0.0, -0.1, 0.0], [0.2, -0.2, 0.1], [0.1, 0.1, -0.1], [0.0, 0.1, 0.0], [0.0, 0.0, 0.0], [0.1, 0.0, -0.1], [0.0, 0.1, 0.1], [0.0, 0.1, 0.0]], "total_charge": 0, "multiplicity": 1, "smiles": "C#CCCCO[P@](=O)(O)OCC(=O)F.O=C1c2ccccc2C(=O)c2ccccc21.O=C1c2ccccc2C(=O)c2ccccc21", "lumo_energy_ev": -1.1, "fmax_ev_per_a": 1.2, "gap_ev": 8.7087, "homo_ev": -9.83}